# C5H6O

One molecule with the formula C5H6O (ωB97M-V/def2-TZVPD, OMol25).

Orbital gap   0.3917 hartree
SMILES   C#CC(=O)CC
E   -269.28162 a.u.
Energy relative to the best compared isomer or geometry (same formula, charge and spin)   40.6 kcal/mol
E_LUMO   0.3 eV

Geometry as XYZ:
```
12
Properties=species:S:1:pos:R:3:forces:R:3:lowdin_charge:R:1
O -1.851 0.429 0.518 0.427 -0.323 -0.085 0.1004
C 0.525 1.712 -0.480 0.041 0.091 0.003 -0.0963
C -0.342 -2.686 1.189 -0.150 0.398 -0.126 0.1485
C -0.695 -1.602 0.797 0.194 -0.584 0.224 -0.0368
C -0.876 -0.247 0.278 -0.184 0.176 0.036 -0.4327
C 0.288 0.212 -0.584 0.048 0.023 -0.037 -0.1879
H 1.190 2.059 -1.276 -0.132 -0.034 0.090 0.0736
H 0.040 -0.079 -1.615 -0.014 0.035 0.146 0.1288
H 1.177 -0.364 -0.309 -0.126 0.085 -0.056 0.1121
H -0.022 -3.641 1.544 -0.142 0.130 -0.045 0.0374
H 0.991 1.962 0.476 -0.076 -0.018 -0.073 0.0797
H -0.426 2.244 -0.537 0.113 0.021 -0.077 0.0732
```
Forces are in eV/Å.